The following is a quantum chemistry calculation of a gas-phase ion, C3H10NP2 (charge +1) at a distorted geometry, from OMol25.

Each atom is followed by the atoms it is bonded to, with distances in Å.
Geometry (Å):
1 C 1.051 -1.537 -0.164  P5 1.751, H7 0.990, H8 1.006
2 C -0.663 0.734 0.451  C3 1.557, N4 1.446, P6 1.984, H9 1.085
3 C -1.479 0.930 -0.859  C2 1.557, H10 1.026, H11 1.197, H12 1.029
4 N -0.589 -0.606 0.991  C2 1.446, H13 1.010, H14 0.994
5 P 2.283 -0.294 -0.188  C1 1.751, P6 2.208, H15 1.392
6 P 1.130 1.548 0.205  C2 1.984, P5 2.208, H16 1.457
7 H 1.224 -2.349 0.376  C1 0.990
8 H 0.406 -1.693 -0.920  C1 1.006
9 H -0.992 1.545 1.092  C2 1.085
10 H -2.488 1.099 -0.776  C3 1.026
11 H -1.419 -0.107 -1.453  C3 1.197
12 H -1.104 1.720 -1.403  C3 1.029
13 H -1.431 -1.103 1.240  N4 1.010
14 H 0.017 -0.740 1.768  N4 0.994
15 H 3.037 -0.748 0.889  P5 1.392
16 H 1.017 1.601 -1.247  P6 1.457

Calculated values
- HOMO level: -0.5129 hartree
- Energy: -23330.941 eV
- HOMO-LUMO gap: 8.57 eV
- Total charge: +1

Formally, the Löwdin partial charges of the atoms, in units of the elementary charge, are as follows: -0.187, -0.595, -0.089, 0.029, 0.709, 0.770, -0.001, 0.002, 0.083, 0.044, 0.134, 0.021, 0.135, 0.091, -0.074, -0.073